# 1
A structure of composition C44H48BF2LuN9Sb at a distorted geometry. Source: OMol25; level of theory: the ωB97M-V functional and the def2-TZVPD basis.

Last column: Löwdin spin population.
Geometry (Å):
Lu: -7.6350 -16.2538 9.1016  0.000
C: -4.3059 -14.4923 10.0146  0.000
C: -5.2144 -13.8330 9.1200  0.000
C: -4.9612 -12.7129 8.2783  0.000
C: -6.1266 -12.5122 7.5383  0.000
N: -7.0538 -13.4284 7.8899  0.000
N: -6.5204 -14.2283 8.9772  0.000
B: -8.1391 -14.3157 6.9650  0.000
N: -9.1894 -14.6858 8.0977  0.000
C: -10.0678 -13.7646 8.6595  0.000
C: -11.1656 -14.4365 9.1475  0.000
C: -10.9623 -15.8029 8.7658  0.000
C: -11.9414 -16.9233 8.9137  0.000
N: -9.6800 -15.9835 8.3116  0.000
N: -7.3441 -15.4539 6.3094  0.000
C: -7.0149 -15.7266 5.0023  0.000
C: -6.2655 -16.8732 4.9132  0.000
C: -6.1015 -17.2855 6.2220  0.000
C: -5.4683 -18.4984 6.7213  0.000
N: -6.7394 -16.4721 7.0702  0.000
N: -8.7561 -13.3804 5.8760  0.000
C: -9.9810 -13.3594 5.2669  0.000
C: -10.0028 -12.3643 4.2879  0.000
C: -8.6596 -11.9533 4.2439  0.000
C: -8.0821 -10.9527 3.3185  0.000
N: -7.8745 -12.6307 5.1439  0.000
H: -4.6926 -14.2857 11.0278  0.000
H: -4.1871 -15.6307 9.8587  0.000
H: -3.3211 -14.0898 9.9438  0.000
H: -4.0159 -12.2273 8.0318  0.000
H: -6.4192 -11.7202 6.9022  0.000
H: -9.8095 -12.7178 8.6111  0.000
H: -12.0275 -14.0311 9.6696  0.000
H: -12.9980 -16.5889 8.9528  0.000
H: -11.8875 -17.6456 8.0549  0.000
H: -11.7507 -17.5355 9.8085  0.000
H: -7.3929 -15.0979 4.2664  0.000
H: -5.7532 -17.2672 4.0861  0.000
H: -5.0585 -18.3607 7.7331  0.000
H: -6.1653 -19.3333 6.7482  0.000
H: -4.5220 -18.8291 6.1424  0.000
H: -10.7500 -13.8858 5.8152  0.000
H: -10.8337 -11.8621 3.7483  0.000
H: -8.4292 -9.9121 3.5656  0.000
H: -6.9992 -10.9069 3.4075  0.000
H: -8.3745 -11.0956 2.2835  0.000
C: -9.3730 -16.6278 11.8822  0.000
N: -8.0518 -16.0934 11.5570  0.000
C: -7.8739 -14.7625 12.0476  0.000
C: -7.0191 -16.9954 12.1188  0.000
C: -7.0330 -18.3425 11.4418  0.000
C: -6.7304 -19.4828 12.1901  0.000
C: -7.1321 -20.7149 11.7047  0.000
C: -7.6983 -20.8003 10.4055  0.000
C: -7.7392 -19.6971 9.5808  0.000
C: -7.3470 -18.4044 10.0818  0.000
H: -9.5325 -16.6902 12.9481  0.000
H: -9.4477 -17.6574 11.4756  0.000
H: -10.0496 -15.9255 11.4010  0.000
H: -7.5044 -14.7102 13.0924  0.000
H: -8.6979 -14.0914 11.8598  0.000
H: -7.0776 -14.2606 11.4758  0.000
H: -7.0633 -17.1413 13.2281  0.000
H: -6.0601 -16.5418 11.7903  0.000
H: -6.3113 -19.3375 13.1865  0.000
H: -6.9693 -21.5901 12.3218  0.000
H: -7.8808 -21.8112 9.9892  0.000
H: -7.9728 -19.8178 8.5458  0.000
F: 0.8402 -17.9486 10.4522  0.142
C: 2.1465 -18.0852 10.2479  0.660
F: 2.7064 -18.3306 11.4496  0.138
H: 2.3738 -18.8349 9.4213  0.061
C: -7.8881 -25.9473 6.9664  0.000
C: -7.2384 -24.7112 6.8678  0.000
C: -7.8190 -23.5550 7.3563  0.000
C: -9.1525 -23.6328 7.7593  0.000
C: -9.7834 -24.8733 7.8938  0.000
C: -9.1556 -26.0246 7.5074  0.000
Sb: -10.0932 -21.6736 7.5161  0.000
C: -10.6680 -21.4633 5.3788  0.000
C: -11.9591 -21.0634 4.9982  0.000
C: -12.2577 -20.8302 3.6336  0.000
C: -11.2263 -20.8535 2.7098  0.000
C: -9.9204 -21.0862 3.1229  0.000
C: -9.6628 -21.4276 4.4426  0.000
C: -12.0741 -22.3630 8.2381  0.000
C: -12.3873 -22.1643 9.5872  0.000
C: -13.4708 -22.7991 10.1303  0.000
C: -14.2316 -23.6948 9.3562  0.000
C: -13.8756 -23.8958 8.0061  0.000
C: -12.8152 -23.2297 7.4559  0.000
H: -7.3211 -26.7819 6.5809  0.000
H: -6.2079 -24.6772 6.4831  0.000
H: -7.2368 -22.6600 7.6244  0.000
H: -10.7484 -24.8378 8.4124  0.000
H: -9.7347 -26.9403 7.5544  0.000
H: -12.7355 -20.9691 5.7776  0.000
H: -13.2947 -20.7459 3.3084  0.000
H: -11.5391 -20.7185 1.6903  0.000
H: -9.0891 -20.9583 2.4890  0.000
H: -8.6802 -21.7380 4.7063  0.000
H: -11.6629 -21.5968 10.2104  0.000
H: -13.6668 -22.6873 11.2363  0.000
H: -15.1151 -24.0966 9.8321  0.000
H: -14.4499 -24.5549 7.3833  0.000
H: -12.5346 -23.3825 6.4182  0.000

E_HOMO (eV): -9.823
Lowest unoccupied orbital energy (eV): -2.79
Total charge: +1
ΔE to the lowest compared entry with this formula, charge and spin (kJ/mol): 0.0
Spin multiplicity: 2
Energy (a.u.): -3898.3739
Expectation value of S²: 0.75

# 2
A cluster of 7 separate species, C44H48BN6O18S in total at a distorted geometry. Source: OMol25; level of theory: the ωB97M-V functional and the def2-TZVPD basis.

Last column: Mulliken charge in e.
Geometry (Å):
O: -4.8627 5.0720 4.6290  -0.597
S: -4.9263 3.5740 4.2451  1.195
O: -6.4269 3.0932 4.1670  -0.670
O: -4.1752 2.5254 5.3944  -0.517
C: -4.1743 3.1658 2.5719  0.007
C: -3.6186 4.5093 1.7567  -0.812
C: -2.2682 5.1661 2.4105  -0.387
C: -0.8536 4.5116 1.9105  -0.291
C: -0.9884 3.2741 0.8456  0.002
C: 0.4555 2.9639 0.0603  -0.607
O: -0.0202 1.7311 -0.6512  -0.628
B: -0.9262 1.0284 0.3158  0.684
C: -2.4970 0.7722 -0.1142  0.140
C: -2.6997 -0.3295 -1.3249  -0.599
O: -1.7546 -0.0107 -2.4399  -0.458
O: -1.0942 1.9306 1.5058  -0.192
H: -3.4306 2.0055 4.9256  0.373
H: -4.9707 2.6684 1.8352  0.346
H: -3.3496 2.3549 2.7483  -0.215
H: -3.5687 4.3015 0.6051  0.415
H: -4.4829 5.3210 1.8983  0.395
H: -2.2640 5.1861 3.5988  0.101
H: -2.2689 6.3158 2.0896  0.338
H: -0.2023 4.2549 2.8744  -0.003
H: -0.2527 5.3869 1.3668  0.316
H: -1.6939 3.4437 -0.1025  0.084
H: 1.3425 2.5316 0.6893  0.141
H: 0.7118 3.7856 -0.7569  0.222
H: -0.3595 0.0563 0.7266  -0.399
H: -3.0617 0.4532 0.8879  -0.057
H: -3.0474 1.7726 -0.4598  -0.005
H: -2.5804 -1.4458 -0.9709  0.206
H: -3.8033 -0.1632 -1.7443  0.161
H: -2.2835 0.6564 -3.0005  0.288
C: 2.9142 1.1976 6.6766  -0.374
C: 2.2266 2.3937 6.4652  -0.937
C: 1.0262 2.3942 5.7521  -0.133
C: 0.5189 1.1851 5.2569  0.164
C: 1.2110 -0.0161 5.4610  -0.281
C: 2.4119 -0.0037 6.1732  -0.569
N: -0.7554 1.1755 4.5285  1.135
O: -1.3280 2.2612 4.3521  -0.479
O: -1.1877 0.0824 4.1354  -0.639
H: 3.8469 1.2013 7.2380  0.540
H: 2.6252 3.3261 6.8593  0.369
H: 0.5024 3.3348 5.5959  0.404
H: 0.8312 -0.9610 5.0779  0.482
H: 2.9551 -0.9313 6.3396  0.460
C: 9.3470 3.0596 8.4505  -0.355
C: 8.2356 3.6640 9.0403  -0.525
C: 6.9987 3.6370 8.3933  -0.229
C: 6.8844 2.9952 7.1524  0.095
C: 8.0002 2.3943 6.5545  -0.245
C: 9.2326 2.4302 7.2098  -0.497
N: 5.5812 2.9413 6.4792  0.890
O: 4.6224 3.5011 7.0314  -0.535
O: 5.5135 2.3360 5.3998  -0.542
H: 10.3081 3.0783 8.9615  0.363
H: 8.3330 4.1539 10.0068  0.356
H: 6.1422 4.1126 8.8661  0.407
H: 7.9268 1.8970 5.5896  0.440
H: 10.1040 1.9639 6.7553  0.359
C: -3.1806 -3.1891 -7.3098  -0.674
C: -4.0408 -2.5106 -6.4451  -0.272
C: -3.6429 -1.3039 -5.8665  -0.307
C: -2.3773 -0.7809 -6.1658  -0.214
C: -1.5087 -1.4638 -7.0276  0.012
C: -1.9167 -2.6713 -7.5979  -0.195
N: -1.9632 0.5000 -5.5808  1.131
O: -2.7523 1.0641 -4.8084  -0.716
O: -0.8505 0.9458 -5.8958  -0.632
H: -3.4975 -4.1269 -7.7630  0.391
H: -5.0237 -2.9213 -6.2243  0.453
H: -4.3250 -0.7873 -5.1947  0.463
H: -0.5218 -1.0719 -7.2647  0.318
H: -1.2508 -3.2074 -8.2705  0.333
C: -7.6182 -5.5793 -0.8784  -0.347
C: -8.1480 -5.8965 -2.1302  -0.453
C: -7.7618 -5.1698 -3.2581  -0.326
C: -6.8367 -4.1257 -3.1211  -0.044
C: -6.3091 -3.8001 -1.8645  -0.213
C: -6.7050 -4.5322 -0.7433  -0.587
N: -6.4075 -3.3746 -4.3069  0.959
O: -6.9114 -3.6804 -5.3979  -0.645
O: -5.5631 -2.4810 -4.1500  -0.533
H: -7.9180 -6.1524 -0.0027  0.361
H: -8.8603 -6.7130 -2.2272  0.355
H: -8.1838 -5.4294 -4.2265  0.407
H: -5.5941 -2.9891 -1.7430  0.613
H: -6.2988 -4.2891 0.2361  0.387
C: 3.5288 -2.3658 0.2359  -0.482
C: 3.6018 -1.2842 1.1151  -0.462
C: 3.6327 -1.5037 2.4936  -0.081
C: 3.5944 -2.8167 2.9829  0.014
C: 3.5132 -3.9040 2.1027  -0.395
C: 3.4801 -3.6718 0.7263  -0.401
N: 3.6522 -3.0551 4.4300  0.977
O: 3.7044 -2.0664 5.1766  -0.640
O: 3.6498 -4.2309 4.8221  -0.604
H: 3.5106 -2.1899 -0.8383  0.379
H: 3.6379 -0.2691 0.7254  0.340
H: 3.6898 -0.6502 3.1656  0.493
H: 3.4778 -4.9279 2.4689  0.424
H: 3.4203 -4.5094 0.0348  0.367
C: 4.0253 -0.6396 -10.3278  -0.375
C: 4.2561 -1.9921 -10.5840  -0.425
C: 3.4728 -2.9659 -9.9615  -0.394
C: 2.4534 -2.5721 -9.0837  0.056
C: 2.2245 -1.2153 -8.8188  -0.099
C: 3.0162 -0.2506 -9.4452  -0.585
N: 1.6099 -3.5900 -8.4459  0.974
O: 1.8561 -4.7804 -8.6910  -0.592
O: 0.6977 -3.2010 -7.7024  -0.608
H: 4.6349 0.1163 -10.8199  0.363
H: 5.0454 -2.2874 -11.2720  0.361
H: 3.6652 -4.0157 -10.1717  0.425
H: 1.4400 -0.8958 -8.1360  0.461
H: 2.8444 0.8053 -9.2484  0.391

E_HOMO (eV): -4.015
Lowest unoccupied orbital energy (eV): 0.35
Total charge: -1
Energy (a.u.): -3810.6425

> Number 1 is which compound?

C44H48BF2LuN9Sb

> Which value of E_HOMO does entry 1 give?

-9.823 eV

> What is the lowest unoccupied orbital energy in the second record?

0.35 eV

> The lowest total charge belongs to which entry?

C44H48BN6O18S